{
  "formula": "C3H9N3",
  "method": "wB97M-V/def2-TZVPD",
  "molar_mass_g_mol": 87.13,
  "lumo_ev": 1.1,
  "charge": 0,
  "gap_ev": 10.001,
  "e_above_lowest_kcal_mol": 94.1,
  "symbols": ["C", "C", "C", "N", "N", "N", "H", "H", "H", "H", "H", "H", "H", "H", "H"],
  "xyz": [[0.56, 0.71, 1.26], [-0.46, -1.99, -1.66], [0.93, 1.92, 0.46], [-1.20, 0.33, 0.85], [-0.67, -0.29, -0.18], [-1.06, -1.45, -0.46], [-1.84, -0.29, 1.37], [0.33, 0.93, 2.30], [1.28, -0.11, 1.20], [0.33, -1.35, -2.08], [-1.23, -2.14, -2.42], [-0.04, -2.98, -1.44], [1.73, 2.46, 0.98], [0.08, 2.58, 0.36], [1.28, 1.65, -0.53]]
}



{
  "formula": "C13H33BFN3O5P",
  "method": "wB97M-V/def2-TZVPD",
  "molar_mass_g_mol": 372.21,
  "lumo_ev": -2.6,
  "charge": 1,
  "gap_ev": 9.239,
  "symbols": ["C", "B", "O", "C", "N", "C", "C", "C", "O", "C", "C", "C", "F", "N", "C", "P", "N", "O", "H", "H", "H", "H", "H", "H", "H", "H", "H", "H", "H", "H", "H", "H", "H", "H", "H", "H", "H", "H", "H", "H", "H", "C", "O", "C", "C", "O", "C", "H", "H", "H", "H", "H", "H", "H", "H", "H", "H"],
  "xyz": [[2.02, 4.30, 0.20], [0.93, 3.17, 0.08], [-0.40, 3.45, 0.11], [1.38, 1.63, -0.07], [0.72, 0.82, 1.03], [0.81, -0.69, 0.86], [1.27, -1.29, 2.19], [1.67, -1.08, -0.32], [3.01, -0.86, -0.02], [1.41, -2.59, -0.56], [2.61, -3.33, -1.17], [3.60, -3.85, -0.13], [3.20, -3.56, 1.17], [1.30, -0.40, -1.54], [1.05, 1.05, -1.41], [2.02, 1.90, -2.76], [1.32, 3.45, -2.81], [1.41, 1.13, -4.07], [2.86, 4.01, -0.42], [2.37, 4.34, 1.22], [1.63, 5.26, -0.10], [-0.55, 4.31, 0.52], [2.45, 1.57, 0.09], [1.14, 1.12, 1.91], [-0.27, 1.09, 1.02], [-0.19, -1.04, 0.64], [0.75, -2.23, 2.33], [2.33, -1.47, 2.18], [0.97, -0.67, 3.02], [3.49, -0.72, -0.85], [0.59, -2.71, -1.25], [1.12, -3.10, 0.34], [3.08, -2.72, -1.92], [2.21, -4.18, -1.70], [3.78, -4.92, -0.23], [4.56, -3.36, -0.28], [0.47, -0.82, -1.94], [-0.02, 1.23, -1.60], [2.01, 4.11, -3.12], [0.46, 3.52, -3.35], [0.46, 0.95, -3.98], [-2.65, 0.87, 0.59], [-2.67, -0.54, 0.53], [-3.06, -1.15, 1.76], [-4.51, -1.58, 1.75], [-5.38, -0.47, 1.67], [-5.91, -0.25, 0.38], [-2.55, 1.25, -0.42], [-3.55, 1.28, 1.03], [-1.78, 1.20, 1.18], [-2.88, -0.47, 2.60], [-2.43, -2.03, 1.90], [-4.73, -2.11, 2.68], [-4.69, -2.28, 0.92], [-6.67, -1.00, 0.14], [-5.13, -0.27, -0.39], [-6.38, 0.74, 0.38]]
}